(1)
{
  "formula": "ClNO2S",
  "method": "ωB97M-V/def2-TZVPD",
  "species": ["N", "O", "O", "S", "Cl"],
  "xyz": [[1.38946, -0.03630, -0.13360], [2.45095, 0.34257, -0.28029], [0.43994, 0.13089, 0.55878], [-1.69920, -1.06749, -0.29426], [-2.58114, 0.63033, 0.14937]],
  "nbo_charge": [0.541, -0.227, -0.299, 0.095, -0.110],
  "de_lowest_kj_mol": 183.5,
  "gap_ha": [0.258, 0.293],
  "spin_multiplicity": 1
}

(2)
{
  "formula": "C5H27N2O8",
  "method": "ωB97M-V/def2-TZVPD",
  "species": ["C", "O", "C", "C", "C", "C", "N", "N", "H", "H", "H", "H", "H", "H", "H", "H", "H", "H", "H", "H", "H", "H", "H", "O", "H", "H", "O", "H", "H", "O", "H", "H", "O", "H", "H", "O", "H", "H", "O", "H", "H", "O"],
  "xyz": [[-1.18591, -2.90405, 0.81228], [0.06113, -2.42142, 0.99046], [-2.20434, -1.51431, 0.80027], [-1.66706, -0.70964, 1.99543], [-0.33063, 0.05993, 1.81954], [0.58575, 2.35452, 1.24452], [-0.41232, 1.22269, 0.93266], [-1.92760, -0.86023, -0.46402], [-1.36073, -3.60315, 1.66781], [-1.49702, -3.40025, -0.02181], [-3.28892, -1.79019, 0.74691], [-1.66035, -1.41765, 3.02969], [-2.54706, -0.14894, 2.30470], [0.42432, -0.55256, 1.55329], [-0.03022, 0.51128, 2.80760], [0.12063, 3.30757, 0.88861], [0.71565, 2.50353, 2.27091], [1.60478, 2.18547, 0.80488], [-0.09606, 0.91624, -0.04072], [-0.94049, -0.89269, -0.57934], [-2.23918, -1.46616, -1.23289], [-3.51041, 1.34647, -1.72839], [-2.18026, 1.11955, -1.03415], [-2.64480, 1.78642, -1.54917], [3.11660, 1.74620, 2.10741], [3.47363, 0.53052, 1.26734], [3.69893, 0.94423, 2.12467], [-2.80732, 3.00407, -0.27800], [-1.95350, 3.36594, 0.96072], [-2.80197, 3.56639, 0.46266], [2.77242, -1.50889, -1.14850], [4.15241, -1.95023, -1.50709], [3.70067, -1.26403, -1.09481], [3.05331, 1.24581, -1.67734], [1.86690, 0.33249, -1.62667], [2.14916, 1.22541, -1.43375], [0.90421, -0.94860, -3.32676], [0.51651, 0.57947, -3.35065], [0.49283, -0.24350, -3.81335], [0.56589, -2.06112, 0.01511], [0.54026, -2.48630, -1.67101], [1.02860, -1.93398, -1.25100]],
  "nbo_charge": [-0.041, -0.825, -0.075, -0.407, -0.225, -0.423, -0.656, -0.876, 0.136, 0.118, 0.170, 0.195, 0.208, 0.219, 0.172, 0.187, 0.178, 0.189, 0.357, 0.375, 0.351, 0.467, 0.514, -0.976, 0.464, 0.487, -0.950, 0.490, 0.470, -0.985, 0.512, 0.455, -0.995, 0.476, 0.491, -0.968, 0.491, 0.480, -0.977, 0.496, 0.429, -1.195],
  "de_lowest_kj_mol": 390.8,
  "gap_ha": 0.293,
  "spin_multiplicity": 1,
  "charge": -1
}

(3)
{
  "formula": "C6H14N4O",
  "method": "ωB97M-V/def2-TZVPD",
  "species": ["C", "N", "N", "C", "C", "C", "N", "N", "C", "O", "C", "H", "H", "H", "H", "H", "H", "H", "H", "H", "H", "H", "H", "H", "H"],
  "xyz": [[-2.07544, -0.04793, 2.71097], [-2.40301, -0.28043, 1.26871], [-1.46229, 0.16130, 0.32963], [-1.14070, 1.52454, 0.50582], [0.07879, 2.03238, 0.42186], [1.32940, 1.33541, 0.11839], [2.41654, 2.03161, 0.41497], [1.21082, 0.09492, -0.21887], [1.58095, -0.75727, -1.10480], [2.00701, -0.23424, -2.31579], [2.22495, -1.09979, -3.41238], [-2.07667, 1.02684, 2.86052], [-2.68399, -0.68035, 3.35150], [-1.02977, -0.15832, 2.77642], [-2.42732, -1.33011, 1.17599], [-3.32761, 0.04826, 0.91130], [-0.74018, -0.45268, 0.24385], [-1.93306, 2.09083, 0.75073], [0.05173, 3.00421, 0.76558], [2.35914, 3.03315, 0.62159], [3.42524, 1.76249, 0.35919], [1.45995, -1.81613, -1.04741], [3.25172, -1.04985, -3.45622], [1.73090, -0.74588, -4.29156], [1.89696, -2.11268, -3.11612]],
  "nbo_charge": [-0.434, -0.344, -0.418, 0.069, -0.309, 0.533, -0.688, -0.551, 0.547, -0.441, -0.241, 0.244, 0.274, 0.235, 0.455, 0.457, 0.399, 0.220, 0.253, 0.441, 0.454, 0.215, 0.214, 0.231, 0.182],
  "smiles": "C[NH2+]N/C=C\\C(=[NH2+])/N=C\\OC",
  "de_lowest_kj_mol": 198.1,
  "gap_ha": 0.358,
  "spin_multiplicity": 1,
  "charge": 2
}

(4)
{
  "formula": "C40H34Cl4FN8O4S4Ta",
  "method": "ωB97M-V/def2-TZVPD",
  "species": ["Ta", "Cl", "C", "C", "C", "Cl", "C", "C", "C", "C", "N", "C", "C", "O", "H", "H", "H", "H", "F", "C", "C", "C", "C", "O", "C", "C", "N", "C", "C", "C", "C", "C", "C", "N", "C", "C", "N", "C", "C", "C", "O", "O", "H", "H", "H", "H", "H", "H", "H", "H", "H", "H", "H", "H", "H", "H", "H", "H", "H", "H", "Cl", "C", "C", "C", "C", "C", "Cl", "C", "S", "H", "H", "H", "N", "N", "H", "H", "H", "H", "S", "C", "S", "C", "N", "N", "C", "C", "C", "C", "C", "C", "S", "H", "H", "H", "H", "H"],
  "xyz": [[1.66355, -0.05471, -2.21822], [4.00985, 2.87527, -5.62969], [3.83364, 3.24785, -3.98119], [4.47614, 4.41763, -3.49740], [4.35471, 4.84134, -2.21374], [4.97818, 6.43799, -1.93004], [3.67313, 3.99269, -1.27464], [3.52795, 4.35362, 0.11739], [2.92750, 3.41447, 0.94483], [2.45567, 2.20329, 0.42509], [2.59171, 1.84019, -0.86952], [3.12976, 2.77616, -1.71384], [3.13447, 2.39255, -3.09826], [2.57231, 1.22850, -3.49591], [5.06081, 4.99585, -4.15558], [3.85885, 5.33843, 0.48212], [2.84924, 3.61656, 2.00312], [2.01722, 1.49642, 1.10177], [-1.86508, -0.38047, 3.54746], [-1.07557, -1.36416, 3.11734], [-0.70447, -1.33917, 1.81555], [0.51661, -1.96373, 1.41956], [1.33507, -1.72275, 0.27108], [0.81046, -0.90699, -0.67951], [2.59027, -2.35642, 0.10056], [2.96698, -3.34317, 1.02388], [2.10185, -3.74092, 1.97465], [2.09841, -5.01991, 2.49897], [3.07757, -5.37624, 3.62700], [3.13411, -6.06272, 2.27615], [1.03308, -2.89981, 2.36062], [0.53897, -3.01902, 3.65941], [-0.53556, -2.25573, 4.09818], [-0.87894, -2.18185, 5.46663], [-2.24944, -2.08854, 5.92104], [-2.40266, -1.52583, 7.36451], [-1.47336, -2.20349, 8.30287], [-0.05895, -2.01304, 7.80288], [0.12105, -2.66396, 6.43041], [3.55779, -2.05142, -1.04078], [4.49006, -2.77923, -1.23906], [3.35747, -0.91198, -1.73675], [-1.22978, -0.67566, 1.12614], [3.90024, -3.82875, 0.83270], [1.12807, -5.47420, 2.68410], [2.66592, -5.92962, 4.46594], [3.83468, -4.59062, 3.81712], [2.64898, -7.06937, 2.20789], [3.93117, -5.80794, 1.56201], [1.02523, -3.66154, 4.40149], [-2.75328, -3.09528, 5.83904], [-2.81650, -1.46093, 5.24908], [-3.43181, -1.66490, 7.68575], [-2.16844, -0.43872, 7.41170], [-1.70655, -3.21777, 8.38011], [-1.58529, -1.80250, 9.24767], [0.64974, -2.51275, 8.51399], [0.15873, -0.94234, 7.76702], [0.04413, -3.73809, 6.53365], [1.13137, -2.43209, 6.15468], [3.42634, -1.99120, -5.79482], [1.86331, -1.55994, -6.43264], [1.66221, -1.63103, -7.83715], [0.38239, -1.40981, -8.36834], [-0.69908, -1.31204, -7.52340], [-0.54168, -1.42503, -6.11859], [-1.93852, -1.72621, -5.12607], [0.75558, -1.35899, -5.57277], [0.88915, -1.55941, -3.77073], [2.51388, -1.84208, -8.49192], [0.16523, -1.34526, -9.45603], [-1.72002, -1.22990, -7.89319], [-2.52355, 3.26418, 2.71123], [-1.13944, 3.59091, 2.59063], [-2.86744, 3.72463, 3.55522], [-2.56527, 2.25078, 2.91294], [-1.16158, 4.60033, 2.40403], [-0.96294, 3.25207, 1.64598], [-5.98482, 0.97512, -1.78254], [-4.42941, 1.23568, -2.24030], [-3.05523, 0.28880, -1.63879], [-1.92817, 1.44972, -2.24647], [-2.49781, 2.47179, -2.85611], [-3.88557, 2.25569, -3.00606], [-4.60208, 3.17665, -3.80129], [-4.06309, 4.38310, -4.20424], [-4.88017, 5.34542, -4.81486], [-6.17861, 5.04190, -5.14254], [-6.68230, 3.75259, -4.92617], [-5.87983, 2.80277, -4.30671], [-0.28783, 1.63787, -1.81273], [-2.97808, 4.53162, -4.06849], [-4.51141, 6.36083, -4.90903], [-6.79666, 5.81424, -5.61226], [-7.67948, 3.49544, -5.24267], [-6.24507, 1.78825, -4.08207]],
  "mulliken_charge": [1.386, -0.180, 0.299, -0.657, 0.410, -0.207, 0.235, -0.755, -1.053, -0.181, -0.156, 0.496, 0.163, -0.597, 0.546, 0.409, 0.456, 0.604, -0.341, 0.827, -1.069, -0.119, 1.788, -0.514, 0.082, -0.883, 0.589, -0.333, -0.463, -0.762, -0.463, -0.585, -0.457, 0.238, -0.464, -0.801, -0.121, -0.978, -0.722, 0.299, -0.598, -0.386, 0.679, 0.624, 0.525, 0.336, 0.251, 0.247, 0.241, 0.731, 0.281, 0.347, 0.414, 0.360, 0.409, 0.371, 0.404, 0.396, 0.443, 0.578, -0.181, 0.386, -0.480, -0.430, -0.567, 0.201, -0.146, 0.273, -0.436, 0.414, 0.350, 0.410, -0.484, -0.466, 0.248, 0.218, 0.281, 0.238, -0.295, 0.013, -0.085, 0.057, -0.590, 0.500, 0.484, -0.163, -0.609, -0.306, -0.736, -0.321, -0.135, 0.377, 0.346, 0.351, 0.385, 0.278],
  "de_lowest_kj_mol": 62.9,
  "gap_ha": 0.150,
  "spin_multiplicity": 1,
  "charge": 2
}

| no. | E_tot (a.u.) |
| --- | --- |
| 1 | -1063.4348 |
| 2 | -918.0923 |
| 3 | -530.5741 |
| 4 | -5873.5868 |